# 1
Formula: C36H48BBrF15N4O12S
Source: OMol25
Level of theory: ωB97M-V/def2-TZVPD

Results
Charge: +1
Frontier orbital gap in eV: 8.4

Cartesian coordinates (Å):
C 4.38025 -2.09876 2.69679
C 3.87062 -1.60710 1.72649
C 3.46808 -0.71739 0.65207
C 4.34518 -0.52829 -0.39461
N 3.64113 0.31350 -1.22834
C 4.23945 0.73628 -2.52114
C 5.33705 -0.21512 -3.04728
C 5.30901 -0.12985 -4.60830
C 4.19641 -1.04781 -5.17895
S 4.56530 -2.84012 -4.96483
C 3.62946 -3.36388 -3.57711
N 2.48298 -4.00766 -3.57388
N 2.06809 -4.25124 -2.32266
C 2.98160 -3.74057 -1.52026
O 3.94866 -3.21514 -2.25148
C 2.44968 0.63733 -0.70986
B 1.39934 1.60833 -1.43880
O 1.88901 2.51151 -2.37875
C -0.14192 1.62430 -1.13023
C -0.82135 0.20333 -1.06292
N 2.31628 -0.00478 0.49396
C 1.15997 0.02413 1.40848
C 1.53467 0.01427 2.91672
C 1.18811 -1.40039 3.48836
Br -0.76896 -1.47743 3.69855
H 4.86128 -2.47547 3.58504
H 5.33095 -0.95993 -0.51098
H 4.62525 1.75753 -2.37218
H 3.43317 0.79005 -3.26427
H 5.17283 -1.27360 -2.80287
H 6.31309 0.11109 -2.65733
H 6.29852 -0.35052 -5.03375
H 5.07701 0.91513 -4.88708
H 3.27075 -0.87198 -4.60287
H 4.02097 -0.85461 -6.24712
H 2.93449 -3.77375 -0.43656
H 1.59239 2.26931 -3.26740
H -0.71138 2.24812 -1.83628
H -0.28014 2.11181 -0.14167
H -0.12214 -0.63364 -0.92686
H -1.49293 0.06522 -1.92205
H -1.48967 0.19949 -0.18493
H 0.53590 0.90871 1.22986
H 0.51689 -0.83584 1.16402
H 0.96805 0.78251 3.46205
H 2.60118 0.22883 3.09764
H 1.41872 -2.11093 2.68397
H 1.71985 -1.62584 4.41746
C -7.08248 0.72704 3.24254
C -5.71780 1.38262 3.23079
O -5.11832 1.28027 1.92226
C -5.49723 2.20621 1.04947
O -6.27725 3.08731 1.26562
C -4.75085 2.01483 -0.27410
F -4.69698 0.72717 -0.64102
F -3.48136 2.45319 -0.17486
F -5.32188 2.68478 -1.27223
H -7.01268 -0.30663 2.89962
H -7.50303 0.73735 4.24699
H -7.77207 1.24225 2.57275
H -5.05719 0.86717 3.91327
H -5.76825 2.42349 3.54957
C -1.95604 -1.59433 9.33841
C -3.05910 -2.24201 8.52914
O -4.04705 -1.26884 8.13958
C -3.77477 -0.56043 7.05249
O -2.78126 -0.67385 6.39187
C -4.95067 0.38485 6.76510
F -5.39411 0.97057 7.88095
F -5.98746 -0.28085 6.23053
F -4.64140 1.37042 5.91182
H -2.37228 -1.06313 10.19543
H -1.25352 -2.34608 9.69732
H -1.40803 -0.86405 8.74184
H -3.58157 -2.98029 9.13477
H -2.66516 -2.76001 7.65480
C 0.68194 -6.43781 -7.28092
C 2.04395 -5.79580 -7.12804
O 2.81332 -5.93264 -8.33688
C 2.58203 -5.02551 -9.27988
O 1.79988 -4.12461 -9.19985
C 3.50417 -5.26974 -10.48028
F 3.57708 -6.56714 -10.80065
F 4.75412 -4.85340 -10.21450
F 3.08801 -4.61566 -11.56317
H 0.78300 -7.47933 -7.58979
H 0.13405 -6.40039 -6.33957
H 0.09274 -5.93122 -8.04607
H 2.60590 -6.30413 -6.34609
H 1.96406 -4.74793 -6.83905
C 9.60470 2.32487 3.71004
C 8.23374 2.41029 3.07470
O 7.32497 1.47337 3.68685
C 6.74334 1.87995 4.81353
O 6.91343 2.93552 5.34101
C 5.77611 0.80496 5.32202
F 6.29783 -0.43068 5.24682
F 4.63378 0.78835 4.60260
F 5.42909 0.99921 6.58888
H 9.98068 1.30136 3.67205
H 10.30732 2.97759 3.19287
H 9.56950 2.61640 4.75992
H 8.29266 2.13453 2.02256
H 7.83147 3.42218 3.12295
C -8.05198 4.55399 -0.87203
C -9.16851 3.92175 -1.67454
O -10.17892 4.89143 -2.00453
C -9.93929 5.63987 -3.07694
O -8.96801 5.56849 -3.76981
C -11.11837 6.58694 -3.32982
F -11.55686 7.15444 -2.19800
F -12.15369 5.92771 -3.87204
F -10.78987 7.57128 -4.16559
H -8.45114 5.04958 0.01434
H -7.33402 3.80670 -0.55994
H -7.53037 5.31289 -1.45751
H -9.66465 3.15440 -1.08169
H -8.79056 3.43979 -2.57656



# 2
Formula: C76H209N19O19
Source: OMol25
Level of theory: ωB97M-V/def2-TZVPD

Results
Frontier orbital gap in eV: 8.7

Cartesian coordinates (Å):
C -20.57802 27.34148 7.69524
C -20.05985 26.00392 8.27535
C -21.10947 25.51032 9.33832
O -20.76440 24.17938 9.69361
C -21.59156 23.63473 10.64478
N -19.96240 25.12040 7.16106
H -21.42673 27.16102 7.07734
H -19.78005 27.72143 7.07050
H -20.72096 27.98181 8.56546
H -19.08129 26.15964 8.71818
H -22.08256 25.51823 8.81284
H -21.21115 26.07309 10.28032
H -21.71275 24.39739 11.38443
H -21.05556 22.75917 11.14114
H -22.54006 23.24400 10.19083
H -19.72357 24.19237 7.43054
H -19.17424 25.39438 6.53522
C -12.50257 26.96022 11.85020
C -12.31507 27.78753 13.07216
C -13.58672 28.00265 13.83801
O -14.63068 28.56007 12.98737
C -15.84981 28.64955 13.79311
N -11.38533 27.04507 13.92453
H -13.09673 27.52061 11.11819
H -12.87725 25.93715 11.97377
H -11.45313 26.78806 11.47282
H -12.04200 28.84123 12.74275
H -13.32948 28.72235 14.66642
H -14.08439 27.12967 14.26675
H -15.63558 29.10641 14.77842
H -16.27543 27.63580 13.91209
H -16.57816 29.27375 13.30573
H -11.26729 27.37658 14.88207
H -10.44125 26.90374 13.51972
C -25.73917 15.89752 17.00083
C -25.38850 16.92145 18.07216
C -25.34329 16.15659 19.44554
O -24.84922 16.97958 20.46445
C -25.79403 17.25629 21.49458
N -24.13814 17.65975 17.80895
H -26.55107 15.29380 17.18768
H -24.80467 15.32997 16.80331
H -25.90303 16.45831 16.06018
H -26.23166 17.63877 18.10637
H -24.52886 15.40933 19.29420
H -26.27722 15.60909 19.78176
H -26.24095 16.30428 21.80659
H -26.63741 17.89915 21.17103
H -25.29668 17.81602 22.29097
H -23.41861 17.16925 18.34971
H -24.10229 18.63882 18.06500
C -14.14527 29.44486 17.84303
C -15.49743 30.03715 18.25833
C -16.65271 28.99862 18.23284
O -16.89691 28.60553 16.92050
C -18.21734 28.63096 16.47885
N -15.36234 30.73383 19.51917
H -14.24937 28.92399 16.87823
H -13.74544 28.76372 18.57962
H -13.43138 30.27071 17.63655
H -15.84286 30.77990 17.53475
H -17.45080 29.61088 18.63823
H -16.45290 28.10554 18.82492
H -18.88479 28.14982 17.23168
H -18.31493 28.18543 15.51038
H -18.48916 29.66116 16.48242
H -16.24227 31.13902 19.91297
H -15.12396 29.96883 20.15615
C -15.17891 25.70328 18.27653
C -14.61171 25.91113 16.87283
C -13.14418 25.65276 16.94844
O -12.45254 26.51566 17.83218
C -11.06339 26.25638 17.86982
N -15.12916 24.87365 15.93398
H -16.21965 26.10549 18.27452
H -14.54325 26.23067 19.04744
H -15.22505 24.65380 18.50054
H -14.79921 26.92028 16.47625
H -12.68911 25.70864 15.94766
H -13.01831 24.57439 17.25470
H -10.54230 27.14383 18.24180
H -10.72909 26.16623 16.82639
H -10.85953 25.29322 18.35416
H -16.09648 25.12016 15.75568
H -14.70963 25.05590 14.99246
C -24.18602 18.60430 13.87710
C -22.84842 18.61961 14.66058
C -21.57850 18.50948 13.88731
O -21.35025 19.73696 13.11066
C -20.12891 19.59130 12.35739
N -22.73703 19.78418 15.60892
H -25.01893 18.58908 14.61969
H -24.32044 17.65768 13.32453
H -24.44381 19.44703 13.22825
H -22.91430 17.66793 15.28425
H -21.56747 17.65767 13.24746
H -20.81645 18.37832 14.66168
H -19.31838 19.13911 12.93773
H -19.86473 20.57408 12.05257
H -20.24098 18.90996 11.44928
H -23.55500 19.75614 16.19072
H -22.85176 20.62516 15.05271
C -9.00017 23.27824 14.97958
C -10.47717 23.20067 14.98352
C -11.17286 23.50165 13.66937
O -10.91426 22.43418 12.78597
C -11.63196 22.54683 11.55590
N -10.95078 21.94242 15.62204
H -8.56271 23.14497 15.94670
H -8.68593 24.31673 14.72219
H -8.51319 22.61426 14.17902
H -10.89080 23.96441 15.70151
H -10.84265 24.48442 13.20752
H -12.24644 23.67893 13.72479
H -12.69034 22.28826 11.58416
H -11.06829 21.93001 10.78838
H -11.72688 23.61765 11.22783
H -10.43028 21.17678 15.25374
H -11.94531 21.80145 15.57054
C -20.85536 17.06439 19.78708
C -20.78699 18.42759 19.12481
C -19.42230 18.94211 19.50056
O -19.26827 20.31310 19.02116
C -18.08191 20.94867 19.47063
N -20.93389 18.43338 17.61518
H -20.23103 16.40486 19.21109
H -21.85855 16.72134 19.97774
H -20.26451 17.20964 20.72218
H -21.53650 19.00820 19.58643
H -18.61296 18.28353 19.19793
H -19.39717 18.97766 20.62886
H -17.22761 20.35527 19.13231
H -18.12780 20.96611 20.58381
H -18.18484 21.93281 19.00762
H -20.84916 19.38919 17.22756
H -21.82856 18.06701 17.34154
C -14.09755 21.71341 17.94031
C -14.43014 20.99403 16.64298
C -15.89192 20.48989 16.63104
O -15.98749 19.43360 15.66091
C -17.14849 18.63338 15.69345
N -14.03217 21.95897 15.59879
H -14.32656 20.91968 18.66096
H -14.81370 22.54076 17.97744
H -13.02926 21.92593 18.01718
H -13.91641 20.05125 16.45730
H -16.63128 21.25974 16.57641
H -16.23739 19.93334 17.53632
H -17.04401 18.09986 16.65227
H -17.09888 17.93579 14.87350
H -18.08887 19.13038 15.63744
H -14.65193 22.78617 15.80287
H -14.27726 21.53590 14.69659
C -24.16948 31.25863 15.85435
C -22.91090 30.66576 16.37377
C -22.95298 29.20984 16.57834
O -21.82217 28.81813 17.36988
C -21.65189 27.43275 17.39545
N -21.76700 30.97187 15.51389
H -24.16095 32.37784 15.85599
H -24.87366 30.86302 16.57594
H -24.45672 30.91168 14.88163
H -22.76727 31.12221 17.34369
H -22.91010 28.62280 15.67547
H -23.87699 28.86845 17.01224
H -20.95344 27.31492 18.19155
H -21.26479 27.00825 16.45220
H -22.56245 26.89692 17.65057
H -21.76399 31.96845 15.33130
H -20.90132 30.78977 16.03759
C -20.26729 14.19399 11.39682
C -19.34039 13.78691 12.51435
C -20.01530 13.76113 13.88208
O -20.25884 15.08087 14.30301
C -20.74805 15.14463 15.64385
N -18.71814 12.46103 12.11231
H -19.77700 13.98425 10.41989
H -20.53889 15.27527 11.44292
H -21.20126 13.62740 11.44940
H -18.48561 14.54734 12.56333
H -19.28837 13.25982 14.53084
H -20.95672 13.18014 13.82606
H -19.94175 14.86163 16.36763
H -21.58780 14.40003 15.86010
H -21.05539 16.17345 15.81633
H -18.33408 12.03434 12.97481
H -19.49514 11.84934 11.85054
C -17.94375 28.75485 21.52957
C -19.13762 28.44458 20.63229
C -20.19253 27.73580 21.40116
O -21.34779 27.37656 20.67499
C -22.41350 26.95384 21.46857
N -19.52197 29.69911 19.96397
H -18.18318 29.65166 22.07918
H -17.11207 29.00904 20.90529
H -17.73152 27.92837 22.20320
H -18.85671 27.75725 19.79412
H -20.43803 28.28323 22.28041
H -19.76518 26.84510 21.86693
H -23.22057 26.54032 20.81891
H -22.87488 27.82096 22.02056
H -21.95778 26.19005 22.17678
H -20.04526 30.34094 20.57567
H -20.07493 29.52998 19.08775
C -16.85268 25.95332 10.87399
C -16.84034 24.47457 10.35393
C -15.40675 23.99078 10.14674
O -14.94531 24.71348 9.04321
C -13.59210 24.40684 8.69766
N -17.36696 23.67902 11.43740
H -16.50406 26.62983 10.08936
H -16.22519 26.10419 11.78899
H -17.86402 26.23339 11.04485
H -17.38288 24.34918 9.41560
H -15.34612 22.92642 10.01259
H -14.83006 24.19075 11.03784
H -13.24543 25.04240 7.87403
H -13.39477 23.37512 8.37428
H -12.94208 24.71137 9.53323
H -18.38427 23.75346 11.43446
H -17.24682 22.65128 11.30810
C -18.66011 24.83318 16.35644
C -18.23506 24.10888 15.07372
C -19.45987 23.50829 14.35313
O -20.21930 22.52609 15.11832
C -19.43806 21.36150 15.38381
N -17.55134 24.99601 14.18034
H -19.49565 25.42286 16.02097
H -17.79959 25.43625 16.63758
H -18.91904 24.12654 17.16873
H -17.56491 23.29251 15.36348
H -19.10729 23.05500 13.40367
H -20.18260 24.29294 14.09681
H -20.16435 20.57925 15.64921
H -18.75663 21.49708 16.26469
H -18.88191 21.00247 14.47985
H -18.18902 25.62349 13.75930
H -17.22053 24.49557 13.34267
C -26.84901 20.96384 17.15912
C -25.58965 21.57186 17.80256
C -25.78481 23.02495 18.23587
O -26.68291 23.13794 19.31511
C -27.10559 24.54826 19.47170
N -25.10305 20.69986 18.86687
H -27.12980 21.46139 16.22198
H -27.64618 21.00435 17.91804
H -26.64318 19.90127 16.94976
H -24.77428 21.58191 17.06068
H -26.18853 23.71111 17.49796
H -24.80781 23.48056 18.54659
H -27.71682 24.66754 20.32941
H -27.66179 24.83380 18.58421
H -26.20614 25.18740 19.63022
H -25.72195 20.60672 19.67361
H -24.26396 21.15516 19.16985
C -23.57132 27.56142 11.55600
C -22.97866 28.31823 12.72423
C -21.41656 28.25929 12.89882
O -20.87008 28.57631 11.63619
C -19.44104 28.89975 11.82327
N -23.46453 29.73264 12.70549
H -23.17630 27.88657 10.59280
H -24.63686 27.60361 11.56294
H -23.36975 26.50671 11.67887
H -23.37844 27.91401 13.64803
H -21.13976 27.25240 13.20003
H -21.06699 28.98593 13.69085
H -19.25543 29.56677 12.60741
H -19.01667 29.30435 10.90066
H -18.90285 27.98432 12.11325
H -22.78251 30.23908 13.28563
H -23.35759 30.16991 11.78793
C -18.31075 20.69170 8.59077
C -16.79548 20.75817 8.83416
C -16.36750 20.09843 10.18420
O -16.82191 20.88887 11.26122
C -16.43883 20.36230 12.51092
N -16.12076 19.93970 7.79173
H -18.80565 19.74728 8.94462
H -18.59324 20.81010 7.55092
H -18.81952 21.47917 9.21160
H -16.39966 21.80784 8.87124
H -15.29597 19.94402 10.15746
H -16.84262 19.09751 10.35494
H -16.54088 21.09279 13.31746
H -15.42761 19.94686 12.53948
H -17.11903 19.52420 12.86644
H -15.11474 19.89834 7.86647
H -16.41297 20.22493 6.87881
C -25.16186 22.83058 12.79449
C -23.89271 23.29694 13.42047
C -24.11991 23.90956 14.81134
O -24.59600 25.23638 14.71706
C -24.85269 25.80259 16.01916
N -22.97037 22.20137 13.53345
H -25.81619 23.69519 12.71160
H -25.62631 22.01693 13.41823
H -24.98645 22.34969 11.82930
H -23.55631 24.02040 12.65131
H -23.21661 24.06969 15.43201
H -24.75922 23.18272 15.34746
H -23.85413 25.82287 16.52923
H -25.55240 25.26488 16.63919
H -25.26554 26.81112 15.86061
H -23.01873 21.50300 12.80846
H -22.01851 22.39865 13.74692
C -21.44359 23.99160 18.05788
C -20.88792 22.81378 18.68939
C -20.69044 23.02688 20.20103
O -19.61574 24.00123 20.32344
C -19.05413 24.07623 21.62602
N -21.91718 21.71211 18.52195
H -22.38750 24.24471 18.62231
H -21.58901 23.86711 16.94405
H -20.68284 24.80666 18.22911
H -19.85503 22.65629 18.34365
H -20.47312 22.10662 20.78495
H -21.59834 23.51470 20.59333
H -18.82100 23.07962 21.94949
H -19.81606 24.46822 22.32844
H -18.09489 24.61606 21.68811
H -21.53576 20.85705 18.96085
H -21.98862 21.43352 17.52286



# 3
Formula: C3H3N2O
Source: OMol25
Level of theory: ωB97M-V/def2-TZVPD

Results
SMILES: N#CCC=[N+]=O
Charge: +1
Frontier orbital gap in eV: 8.6

Cartesian coordinates (Å):
N 0.80277 -3.20048 0.09037
C 0.73417 -2.07678 0.10038
C 0.18015 -0.65886 -0.10476
C 0.97937 0.63244 0.09422
N 2.17226 0.60931 -0.12647
O 3.29642 0.51225 -0.18081
H -0.53826 -0.47474 0.63543
H -0.25872 -0.75188 -0.99434
H 0.43014 1.51849 0.49320



Taking the records one at a time from the top gives relative energy (zero: lowest compared OMol25 entry of this formula, charge and spin) values of 0.00, 50.74, 112.23 kcal per mole.
Taking the records one at a time from the top gives calculated total energy values of -7017.32164, -5490.48850, -300.39054 a.u..